(1)
14
Properties=species:S:1:pos:R:3:forces:R:3:lowdin_charge:R:1 method="wB97M-V/def2-TZVPD" lumo_energy_ev="-2.93 / -7.66" total_energy_ha=-303.70715 largest_force_ev_per_a=7.74 molar_mass_g_mol=95.125 total_charge=+1 multiplicity=3
C -0.85850 1.32830 0.97516 0.0707 0.1520 -0.2179 -0.07
C -0.42874 1.62254 -0.23744 -0.0232 -0.2466 -0.0513 -0.04
C 1.65299 -2.34851 -0.88425 2.2907 -1.1173 -3.3086 0.18
C -0.74670 -0.09319 1.33228 1.2484 -1.5610 -0.5594 0.04
C 0.09043 0.42891 -0.96962 -0.2649 1.1401 0.0298 -0.10
N 0.15242 -0.64508 0.04116 0.7357 0.9667 -2.3567 0.06
N 0.92186 -1.61690 -0.30755 -4.3419 1.8836 6.1217 0.03
H -1.27141 2.01625 1.69130 -0.0846 0.1503 0.1109 0.13
H -0.42496 2.59303 -0.69569 -0.0501 0.2349 -0.0292 0.13
H -1.68137 -0.64791 1.28593 0.0071 -0.2441 -0.0210 0.14
H -0.19194 -0.32042 2.23875 0.0573 -0.1535 0.0084 0.13
H -0.59524 0.14236 -1.77875 0.1230 -0.2619 0.0300 0.16
H 1.07909 0.61660 -1.40115 -0.0349 -0.3521 0.0340 0.15
H 2.30208 -3.07599 -1.29013 0.2666 -0.5911 0.2093 0.08

---

(2)
37
Properties=species:S:1:pos:R:3:forces:R:3:lowdin_charge:R:1 method="wB97M-V/def2-TZVPD" lumo_energy_ev=-2.93 total_energy_ha=-917.62286 largest_force_ev_per_a=2.43 molar_mass_g_mol=217.188 total_charge=+1
O -0.20843 -0.16404 0.10629 -0.3121 -0.0414 0.4775 0.18
H -0.96223 -0.80305 0.22653 0.3102 0.2933 -0.1990 0.09
H 0.68835 -0.46175 0.43500 -0.4896 0.2792 -0.4799 0.10
H -0.28329 0.46216 -0.66853 0.2988 -0.8281 0.0027 0.10
O 0.48592 -1.80823 2.51107 0.5031 0.5400 -0.0022 -0.04
H -0.07764 -2.57416 2.40374 0.1489 -0.3831 -0.0148 0.03
H 1.33122 -2.10054 2.88900 -0.6074 -0.1111 -0.0762 0.06
O -2.61613 -0.10846 -1.63857 -0.1015 0.0452 0.0309 -0.05
H -3.24737 -0.79212 -1.92985 0.3980 0.8483 -0.1820 0.06
H -2.60211 0.63285 -2.27214 -0.3131 -0.9954 0.1768 0.05
O -0.87813 2.74649 -0.85432 -0.2320 0.6627 -0.9277 -0.04
H -0.57438 3.66548 -0.90125 0.3189 -0.1291 0.5194 0.06
H -1.53911 2.80747 -1.56588 -0.0670 -0.5040 0.3928 0.06
O -3.23841 1.27021 2.25854 -0.6067 -1.2333 0.0311 -0.03
H -2.50817 0.64631 2.28432 0.0147 0.1221 -0.1374 0.00
H -2.84530 2.12054 2.28318 0.5736 1.2580 0.0619 0.01
O 0.18403 0.40293 -2.62575 -1.5875 0.5467 0.5584 -0.02
H 1.06447 0.07475 -2.65488 1.5607 -0.9029 -0.1569 0.00
H 0.24937 1.34315 -2.76906 0.0935 0.4648 -0.2152 0.03
O -0.29358 -3.13808 -0.36957 -0.9153 -0.3258 0.4009 -0.06
H -1.23291 -3.41376 -0.22285 1.3529 0.1375 -0.2171 0.06
H 0.26775 -3.89415 -0.13772 -0.4270 0.1532 -0.1574 0.05
O 2.57257 -0.32738 0.36778 0.1001 -1.7655 1.4901 -0.05
H 2.86733 0.51695 0.03720 0.6936 0.8760 -0.4234 0.03
H 3.26825 -0.77646 0.91348 -0.8025 0.9775 -0.8504 0.12
O 2.48307 2.33684 -0.68455 1.6804 -0.0029 -1.1952 -0.02
H 2.12666 2.75192 -1.46820 0.1589 0.0782 -0.3865 0.05
H 1.74940 2.19765 -0.13211 -1.7891 -0.0826 1.6418 -0.05
O 2.50725 -1.19193 -2.18795 0.1650 -0.4515 -0.3653 -0.03
H 2.85639 -2.07128 -2.32677 0.0694 -0.3914 -1.1189 0.06
H 2.54743 -1.22324 -1.23899 -0.2608 0.8539 1.0519 -0.02
O 1.14062 1.86243 1.65687 0.5839 -0.9952 0.1926 -0.05
H 1.85429 1.34092 2.09315 -0.8301 0.7492 -0.3329 0.08
H 1.10679 2.71495 2.08464 0.1087 0.3317 0.3625 0.06
O -2.51474 -1.43663 1.13491 0.3289 -0.1813 -0.4151 -0.02
H -2.45053 -1.64579 2.05642 0.4022 0.0537 1.1058 0.05
H -3.27871 -1.96298 0.90683 -0.5224 0.0533 -0.6436 0.08

---

(3)
39
Properties=species:S:1:pos:R:3:forces:R:3:lowdin_charge:R:1 method="wB97M-V/def2-TZVPD" lumo_energy_ev="2.35 / 0.04" total_energy_ha=-15351.43987 largest_force_ev_per_a=1.61 molar_mass_g_mol=905.228 total_charge=-1 multiplicity=6
Ir -0.90233 0.00007 -0.87273 -1.5710 0.0007 0.3468 0.29
O 1.25141 -0.00020 0.34395 0.4646 -0.0001 -0.2644 -0.24
N 2.38170 -0.00013 -0.19020 0.1695 -0.0007 0.5168 -0.05
N 2.39268 -0.00009 -1.47587 -0.2360 0.0006 -0.6177 -0.25
O 1.31297 0.00001 -2.22008 0.6645 -0.0005 0.4084 -0.43
C 3.65427 -0.00006 -2.12897 0.1472 0.0009 0.1305 -0.17
C 4.84341 -0.00006 -1.40029 0.0102 -0.0006 -0.0810 -0.03
C 6.05061 -0.00010 -2.07707 -0.0976 0.0003 0.0382 -0.10
C 6.08089 -0.00006 -3.46586 0.1494 0.0000 -0.0861 -0.12
C 4.89335 0.00002 -4.17988 0.0798 0.0002 0.0831 -0.09
C 3.67496 -0.00002 -3.51718 -0.0598 -0.0005 -0.0469 -0.01
H 4.80273 -0.00008 -0.32267 0.0125 0.0000 0.0236 0.10
H 6.97500 -0.00009 -1.51313 0.0073 -0.0001 -0.0011 0.09
H 7.03191 -0.00002 -3.98442 -0.0155 -0.0001 -0.0170 0.09
H 4.91376 0.00005 -5.26219 -0.0261 0.0001 -0.0089 0.10
H 2.73918 -0.00001 -4.05602 -0.0302 0.0000 0.0710 0.11
O -2.12944 -0.00074 4.88036 0.0850 0.0002 0.0339 -0.05
C -3.28682 -0.00008 4.05979 -0.0038 -0.0003 -0.0251 -0.25
C -2.87382 0.00000 2.57958 -0.0497 -0.0003 -0.4461 -0.55
C -4.24585 0.00070 1.85124 -0.0083 0.0000 0.3507 -0.25
O -4.17111 0.00043 0.45518 0.3023 -0.0005 -0.4818 -0.13
C -2.01140 1.25263 2.34349 -0.1703 -0.0847 -0.1214 -0.51
Se -1.62510 1.85993 0.51804 0.1646 -0.6540 -0.2139 0.56
C -2.01254 -1.25335 2.34308 -0.1709 0.0855 -0.1203 -0.51
Se -1.62588 -1.85987 0.51748 0.1654 0.6537 -0.2138 0.56
H -2.40241 -0.00071 5.79985 -0.0290 0.0000 0.0445 0.09
H -3.89994 0.89023 4.25756 0.0408 -0.0242 0.0138 0.12
H -3.90067 -0.88995 4.25725 0.0407 0.0244 0.0138 0.12
H -4.79728 0.89209 2.18557 0.0171 -0.0386 0.1533 0.13
H -4.79838 -0.88993 2.18575 0.0174 0.0389 0.1538 0.13
H -5.05049 0.00126 0.06282 0.0515 0.0001 0.1937 0.10
H -1.04072 1.09166 2.80918 -0.0502 0.0349 0.0822 0.06
H -2.47983 2.10933 2.83377 -0.0019 0.0688 -0.0624 0.06
H -2.48203 -2.10989 2.83262 -0.0020 -0.0688 -0.0623 0.06
H -1.04195 -1.09352 2.80935 -0.0502 -0.0353 0.0819 0.06
Se -0.73097 1.88511 -2.58830 0.2304 -0.0959 0.1244 -0.02
Se -2.37998 2.02425 -4.04099 -0.2389 -0.4600 -0.0591 -0.02
Se -2.37926 -2.02398 -4.04156 -0.2377 0.4596 -0.0581 -0.02
Se -0.73062 -1.88484 -2.58854 0.2289 0.0965 0.1227 -0.02

---

(4)
65
Properties=species:S:1:pos:R:3:forces:R:3:lowdin_charge:R:1 method="wB97M-V/def2-TZVPD" lumo_energy_ev=-8.54 total_energy_ha=-7996.10563 largest_force_ev_per_a=8.16 molar_mass_g_mol=824.273 total_charge=+2
C 3.39474 -1.55054 0.96490 -0.1557 -0.1840 0.6729 0.08
C 4.00499 -1.00135 0.08458 0.4974 -1.0551 -1.5442 -0.16
C 4.77040 -0.71726 -1.18559 0.0429 1.0742 0.3900 -0.17
C 3.95089 0.02705 -2.30632 -0.4476 -0.0955 0.0933 -0.23
C 2.42454 0.21587 -1.99857 -0.0662 0.5178 -0.6874 -0.28
Si 2.05488 1.89106 -1.12468 -0.3593 -0.0664 -0.3005 0.63
C 0.85393 1.71789 0.33400 -0.2562 0.7283 -0.3418 -0.22
C -0.63431 1.54470 -0.12981 1.1923 0.4811 0.8683 -0.21
O -0.96359 0.12392 -0.02758 -0.1959 0.3782 -1.2785 -0.21
C -1.12967 -0.49429 -1.23667 0.8410 -0.0130 0.9748 -0.26
C -0.66004 -1.99560 -1.03576 -0.0958 2.6650 -0.0479 -0.44
F -0.03631 -2.43244 -2.12454 -0.6991 -0.6702 1.0285 0.18
F 0.21856 -2.02724 0.04093 -1.6488 -1.3627 -1.3229 0.09
F -1.82970 -2.80751 -0.73424 4.3449 2.9044 3.2257 -0.14
N 3.55493 2.77441 -0.67424 -0.3361 -1.1820 0.0867 0.02
C 3.90529 2.38573 0.41663 -0.2063 0.3590 1.3437 -0.81
S 4.13935 1.97211 1.93565 0.4691 0.6791 -1.6809 0.69
H 2.96104 -2.05376 1.82488 0.2908 0.6202 -0.5636 0.04
H 5.62135 -0.05396 -0.91286 -0.4336 -0.5056 -0.1216 0.12
H 5.22157 -1.62376 -1.63549 -0.4343 0.2494 0.7086 0.12
H 4.04508 -0.51500 -3.26945 0.1138 0.2452 0.6293 0.11
H 4.38969 1.03400 -2.45025 -0.1786 -0.6129 -0.0555 0.09
H 1.94140 -0.64656 -1.49739 0.5725 0.3546 -0.0540 0.04
H 1.91670 0.31643 -2.99468 0.2868 -0.0367 0.6381 0.07
H 1.37354 2.76625 -2.10358 0.0680 -0.1275 -0.0271 0.01
H 1.16394 0.91929 1.03471 -0.5085 0.5089 -0.1852 0.08
H 0.87010 2.70316 0.86042 0.2268 -0.7529 -0.1126 0.11
H -0.78958 1.93075 -1.16530 -0.0275 -0.4089 0.4211 0.11
H -1.27661 2.12458 0.56003 0.1871 -0.7382 -0.4134 0.12
H -2.21876 -0.42532 -1.54010 4.1116 -1.1274 5.3774 -0.10
H -0.45965 -0.05033 -2.07149 -0.8281 -0.6509 0.8791 0.15
C -6.07772 0.64833 0.95571 -0.3516 1.1191 0.2242 -0.14
C -4.59667 0.86300 0.64256 1.5651 0.7949 1.0514 -0.71
O -4.23368 1.52949 -0.32397 -0.5616 -0.3279 -0.5208 0.03
N -3.68028 0.28904 1.47370 -1.9015 -0.3570 -1.5837 0.02
C -3.91982 -0.52266 2.65883 0.2241 0.3331 0.2143 -0.07
H -6.68442 1.17019 0.20646 0.2747 0.0984 -0.1915 0.10
H -6.32973 -0.44014 0.91585 -0.5631 0.3376 0.8047 -0.14
H -6.31483 1.05554 1.94252 0.0623 -0.2450 0.1128 0.13
H -2.68000 0.47052 1.22110 0.9246 -0.0973 1.2792 0.10
H -3.44961 -0.02851 3.50943 0.1100 -0.1413 -0.0483 0.11
H -3.44903 -1.49552 2.51447 0.0394 0.0264 0.2240 0.08
H -4.98322 -0.65997 2.85747 -0.0462 0.0197 -0.0532 0.08
K -2.82513 -0.30684 -2.95035 -3.8736 0.8864 -7.1269 0.93
C 3.25836 0.10039 5.96300 -0.3634 0.1953 -0.0127 -1.98
Cl 4.71332 -0.49942 6.79996 0.1060 0.2520 -0.1872 0.41
Cl 2.51365 1.38141 6.92124 0.1171 -0.1533 -0.0733 0.56
Cl 3.71969 0.73359 4.37649 -0.1262 -0.4827 0.7671 0.46
Cl 2.11000 -1.23199 5.75914 0.1162 0.0256 0.0286 0.52
Br 5.08631 -2.70298 8.27104 -0.0371 -0.2293 0.1134 0.01
Li -0.97859 -3.54542 0.83477 0.2095 0.1354 0.3820 0.85
C -1.55543 -5.74855 -3.68257 0.2598 -0.2538 -0.2186 -0.03
C -2.12250 -4.70866 -2.83168 -0.0413 -0.0977 -0.0407 -0.18
N -2.57076 -3.88846 -2.15733 -2.0283 -2.5047 -3.5317 0.13
H -0.51098 -5.54325 -3.92138 -0.0444 0.1227 0.1041 0.10
H -1.59520 -6.72397 -3.19664 -0.0929 0.1103 0.1233 0.10
H -2.09813 -5.82925 -4.62451 -0.1117 0.1294 0.1007 0.10
F -1.28241 0.45859 2.24011 -0.8478 -0.2118 0.3040 -0.52
Li -8.42071 -0.26007 0.74901 -0.2567 -0.1129 0.0540 0.78
O 2.41941 6.92025 -1.34322 0.2736 0.1653 -0.1764 -0.11
S 2.24179 6.14282 -2.57100 -0.0534 -0.1514 -0.1919 0.27
O 1.18783 5.13894 -2.39963 -0.0234 -0.0442 -0.2592 -0.22
O 3.49990 5.46382 -2.88608 -0.0064 -0.1170 0.3688 -0.14
O 1.86413 7.05118 -3.65478 -0.2628 0.1376 0.2662 -0.13
Al -5.03419 -1.33368 -0.10783 0.9436 -1.5376 -0.9070 0.90